C56H118F30N12OP5 | wB97M-V/def2-TZVPD

Its HOMO-LUMO gap is 6.37 eV. Its HOMO energy is -12.4 eV. Its total energy is -7639.32683 hartree. The charge is +3.

Last column: Mulliken charge in e.
Cartesian coordinates (Å):
C1 32.305 6.388 27.487  -1.4368
C2 31.269 6.814 28.511  -0.1491
C3 31.801 7.766 29.570  -0.7514
N1 30.719 8.770 30.187  0.1452
C4 30.518 9.949 29.162  -0.8653
C5 29.640 11.051 29.721  -0.5263
C6 30.088 11.616 31.033  -0.6941
C7 30.302 10.525 32.083  -0.6270
C8 31.201 9.371 31.569  -0.8422
C9 29.326 8.090 30.442  -0.8561
H1 32.788 7.313 27.172  0.3588
H2 31.868 5.920 26.605  0.3876
H3 33.100 5.812 27.961  0.3284
H4 30.833 5.866 28.827  0.3525
H5 30.423 7.336 28.064  0.3007
H6 32.599 8.377 29.148  0.4227
H7 32.367 7.180 30.294  0.4093
H8 31.539 10.240 28.916  0.4896
H9 30.146 9.697 28.169  0.4023
H10 29.474 11.932 29.101  0.4304
H11 28.625 10.677 29.854  0.2932
H12 31.005 12.205 31.004  0.3563
H13 29.434 12.285 31.593  0.3516
H14 30.913 10.863 32.920  0.3511
H15 29.330 10.280 32.510  0.3869
H16 32.210 9.762 31.436  0.4310
H17 31.256 8.465 32.174  0.5004
H18 28.873 8.436 31.371  0.3653
H19 29.664 7.054 30.424  0.3500
H20 28.620 8.224 29.623  0.3360
C10 17.666 -0.005 36.521  -1.1983
C11 18.405 -0.164 37.914  -0.7120
C12 18.914 -1.552 38.462  -0.5564
N2 18.351 -2.171 39.786  0.1766
C13 18.631 -1.328 41.016  -0.7115
C14 17.822 -1.762 42.310  -0.5984
C15 16.353 -1.865 41.952  -0.6821
C16 16.008 -2.917 40.935  -0.6104
C17 16.820 -2.521 39.587  -0.8156
C18 18.939 -3.620 40.011  -1.0384
H21 18.217 -0.372 35.655  0.3234
H22 17.584 1.060 36.303  0.3655
H23 16.712 -0.514 36.659  0.2984
H24 17.734 0.228 38.678  0.3426
H25 19.121 0.658 37.931  0.5564
H26 19.964 -1.419 38.723  0.3657
H27 18.840 -2.270 37.646  0.4848
H28 18.595 -0.279 40.722  0.4679
H29 19.669 -1.478 41.312  0.3461
H30 18.026 -1.096 43.148  0.4123
H31 18.183 -2.740 42.629  0.2757
H32 15.943 -0.884 41.712  0.3113
H33 15.795 -2.107 42.857  0.3814
H34 14.956 -2.844 40.661  0.3732
H35 16.235 -3.908 41.329  0.2771
H36 16.372 -1.621 39.166  0.4252
H37 16.659 -3.182 38.736  0.5398
H38 20.007 -3.455 40.154  0.4447
H39 18.677 -4.229 39.145  0.3626
H40 18.711 -4.089 40.968  0.3948
C19 36.684 -2.252 36.363  -1.4214
C20 35.464 -2.378 37.338  -0.5857
C21 35.012 -1.102 37.980  -0.6498
N3 33.485 -0.996 38.293  0.4182
C22 33.111 -2.208 39.157  -0.7161
C23 33.520 -2.037 40.574  -0.4524
C24 32.958 -0.752 41.140  -0.8841
C25 33.559 0.497 40.380  -0.7995
C26 33.255 0.389 38.888  -0.6053
C27 32.631 -0.998 36.974  -0.9539
H41 36.952 -3.189 35.876  0.3757
H42 37.648 -1.974 36.789  0.3634
H43 36.511 -1.487 35.606  0.3594
H44 35.713 -3.023 38.180  0.3560
H45 34.643 -2.901 36.848  0.3182
H46 35.312 -0.345 37.256  0.4819
H47 35.601 -1.043 38.894  0.3926
H48 33.454 -3.150 38.731  0.3284
H49 32.028 -2.278 39.252  0.4969
H50 34.596 -2.041 40.746  0.2507
H51 33.136 -2.821 41.227  0.4098
H52 33.191 -0.550 42.185  0.3653
H53 31.872 -0.697 41.210  0.3872
H54 34.580 0.763 40.650  0.3683
H55 33.031 1.371 40.760  0.4181
H56 33.761 1.188 38.346  0.3522
H57 32.170 0.492 38.873  0.4872
H58 32.833 -1.732 36.194  0.3280
H59 32.713 -0.001 36.541  0.3619
H60 31.620 -1.232 37.309  0.4494
C28 25.568 1.902 34.430  -1.0104
N4 26.331 0.860 33.597  -0.1205
C29 27.700 1.479 33.377  -0.8890
C30 26.413 -0.378 34.527  -1.0839
C31 25.671 0.677 32.203  -0.5534
C32 26.295 -0.557 31.414  -0.5965
O1 27.464 -0.204 30.835  -0.4853
H61 26.197 2.032 35.310  0.4705
H62 24.641 1.474 34.810  0.3618
H63 25.497 2.831 33.864  0.4661
H64 28.327 0.662 33.020  0.3915
H65 28.126 2.015 34.225  0.3749
H66 27.531 2.231 32.606  0.3946
H67 25.424 -0.779 34.750  0.3986
H68 26.801 -0.030 35.484  0.5166
H69 27.178 -1.098 34.235  0.3680
H70 25.915 1.545 31.591  0.3670
H71 24.582 0.678 32.164  0.5364
H72 25.635 -0.852 30.599  0.5108
H73 26.464 -1.473 31.981  0.2191
H74 27.304 -0.405 29.910  0.3638
C33 23.991 -5.743 27.240  -1.1386
C34 24.190 -7.250 27.061  -0.3479
N5 25.382 -7.615 27.773  0.2166
C35 26.723 -7.225 27.571  -0.4480
C36 27.593 -8.031 28.281  -0.1550
N6 26.844 -8.860 29.013  0.0674
C37 25.506 -8.557 28.792  -0.2924
C38 27.200 -10.035 29.833  -0.8224
H75 24.738 -5.247 26.621  0.3980
H76 23.983 -5.466 28.294  0.3622
H77 22.934 -5.567 27.036  0.3779
H78 24.266 -7.515 26.006  0.3068
H79 23.473 -7.952 27.486  0.3106
H80 27.004 -6.521 26.801  0.3911
H81 28.642 -8.285 28.288  0.4029
H82 24.748 -9.130 29.306  0.3910
H83 27.139 -9.868 30.909  0.3162
H84 28.277 -10.151 29.711  0.3032
H85 26.689 -10.938 29.499  0.3608
C39 19.592 1.797 28.099  -1.0884
C40 18.328 0.903 27.775  -0.6213
N7 17.144 1.428 28.397  0.1388
C41 16.481 2.600 28.071  -0.3307
C42 15.316 2.539 28.769  -0.4532
N8 15.400 1.454 29.626  0.1151
C43 16.509 0.759 29.317  0.0279
C44 14.340 0.929 30.515  -0.8413
H86 19.705 2.133 29.129  0.3642
H87 19.667 2.651 27.425  0.3629
H88 20.411 1.086 27.993  0.3630
H89 18.548 -0.093 28.159  0.3662
H90 18.001 0.834 26.737  0.3767
H91 16.857 3.312 27.351  0.4408
H92 14.383 3.082 28.722  0.4392
H93 16.673 -0.243 29.683  0.3424
H94 13.386 0.832 29.996  0.3449
H95 14.406 1.619 31.356  0.3523
H96 14.601 -0.071 30.859  0.3013
C45 26.052 -7.104 37.542  -1.4729
C46 26.239 -8.595 37.414  -0.0988
N9 27.358 -9.138 38.310  0.1747
C47 27.589 -10.544 38.451  -0.4891
C48 28.553 -10.660 39.515  -0.1836
N10 29.068 -9.393 39.848  0.1450
C49 28.316 -8.461 39.105  -0.3668
C50 30.171 -9.103 40.654  -0.8092
H97 25.834 -6.798 38.566  0.4211
H98 25.159 -6.691 37.073  0.3777
H99 26.829 -6.421 37.197  0.3692
H100 26.572 -8.717 36.383  0.2527
H101 25.347 -9.197 37.584  0.3799
H102 27.116 -11.403 37.997  0.4133
H103 29.003 -11.507 40.012  0.4071
H104 28.473 -7.393 39.151  0.4701
H105 30.982 -8.558 40.172  0.3401
H106 30.569 -9.938 41.231  0.2976
H107 29.888 -8.428 41.462  0.3729
C51 36.245 -6.273 28.704  -1.1104
C52 36.363 -5.292 29.875  -0.4160
N11 36.032 -3.932 29.450  0.1827
C53 36.924 -2.929 29.132  -0.2348
C54 36.177 -1.837 28.644  -0.3571
N12 34.830 -2.193 28.660  0.1444
C55 34.695 -3.496 29.135  -0.2275
C56 33.748 -1.317 28.348  -0.8677
H108 36.869 -6.145 27.820  0.3454
H109 35.265 -6.451 28.261  0.3410
H110 36.429 -7.266 29.114  0.3806
H111 37.390 -5.286 30.242  0.3108
H112 35.693 -5.605 30.677  0.2774
H113 38.002 -2.943 29.197  0.4077
H114 36.511 -0.869 28.302  0.4336
H115 33.742 -3.926 29.408  0.3613
H116 32.896 -1.926 28.049  0.3414
H117 33.883 -0.665 27.484  0.3514
H118 33.426 -0.731 29.209  0.3361
P1 26.428 0.835 24.268  1.1529
F1 26.003 0.488 25.801  -0.3477
F2 25.380 2.117 24.084  -0.3510
F3 27.561 1.910 24.623  -0.3309
F4 26.908 1.032 22.686  -0.3694
F5 27.583 -0.390 24.396  -0.3982
F6 25.350 -0.298 23.747  -0.3559
P2 28.871 6.656 37.941  1.1388
F7 30.173 5.863 37.542  -0.3498
F8 29.584 8.048 37.504  -0.3654
F9 28.222 6.418 36.413  -0.3794
F10 27.656 7.481 38.531  -0.3192
F11 28.363 5.226 38.428  -0.3389
F12 29.564 6.895 39.407  -0.3869
P3 20.983 -3.823 32.515  1.1802
F13 21.340 -2.674 33.634  -0.3569
F14 22.444 -4.383 32.198  -0.3363
F15 20.550 -4.933 33.560  -0.3435
F16 20.552 -4.847 31.267  -0.4016
F17 19.392 -3.402 32.537  -0.3871
F18 21.231 -2.637 31.437  -0.3577
P4 25.954 -1.735 40.893  1.1641
F19 26.958 -2.619 39.909  -0.4120
F20 25.170 -3.100 41.277  -0.3553
F21 27.067 -2.028 42.030  -0.3469
F22 24.985 -0.781 41.639  -0.3161
F23 26.767 -0.333 40.565  -0.3849
F24 25.099 -1.464 39.573  -0.3508
P5 22.711 7.387 31.011  1.1543
F25 21.973 6.367 31.924  -0.3257
F26 24.035 6.443 31.294  -0.3890
F27 22.436 6.365 29.732  -0.3824
F28 23.523 8.343 29.960  -0.3668
F29 21.387 8.273 30.643  -0.3575
F30 23.027 8.452 32.181  -0.3335